Record 1
DFT (ωB97M-V/def2-TZVPD) results for an isolated molecule of C22H36N4O4S.

LUMO level (eV): 0.64
Maximum force (hartree/bohr): 0.02032
SMILES: CC(C)N(CCNC(=O)C1CCN(S(=O)(=O)N2CCOCC2)CC1)Cc1ccccc1
Gap between HOMO and LUMO (eV): 8.846
Highest occupied orbital energy (eV): -8.21
Molecular weight (g/mol): 452.6
Energy relative to the best compared isomer or geometry (same formula, charge and spin) (kJ/mol): 40.86

```
! RIJCOSX wB97M-V def2-TZVPD def2/J DEFGRID3
* xyz 0 1
C 3.76 4.64 1.02
H 2.94 4.76 1.73
H 4.11 5.63 0.73
H 4.58 4.13 1.52
C 3.29 3.87 -0.22
N 2.64 2.60 0.06
C 3.41 1.60 0.77
H 4.38 2.00 1.08
C 3.68 0.37 -0.12
N 2.47 -0.31 -0.49
C 2.07 -0.45 -1.77
O 2.72 -0.05 -2.72
C 0.74 -1.18 -1.94
C -0.40 -0.38 -1.29
C -1.69 -1.18 -1.23
N -1.50 -2.49 -0.64
S -1.26 -2.48 1.01
O -0.99 -3.82 1.40
O -0.33 -1.47 1.45
N -2.79 -1.96 1.45
C -3.81 -2.98 1.28
H -4.77 -2.46 1.15
C -3.87 -3.92 2.49
H -2.95 -4.51 2.53
O -4.02 -3.18 3.69
C -2.95 -2.29 3.88
H -2.00 -2.84 3.93
C -2.88 -1.28 2.73
H -3.79 -0.67 2.71
H -2.00 -0.64 2.82
H -3.14 -1.78 4.83
H -4.74 -4.57 2.43
H -3.56 -3.53 0.38
C -0.52 -3.28 -1.36
C 0.84 -2.60 -1.36
H 1.56 -3.18 -1.94
H 1.19 -2.56 -0.32
H -0.89 -3.42 -2.38
H -0.47 -4.25 -0.87
H -2.10 -1.33 -2.23
H -2.43 -0.66 -0.62
H -0.13 -0.11 -0.27
H -0.56 0.55 -1.85
H 0.55 -1.26 -3.02
H 1.86 -0.62 0.25
H 4.16 0.68 -1.05
H 4.34 -0.32 0.42
H 2.89 1.27 1.68
C 1.26 2.72 0.46
C 0.38 3.18 -0.68
C 0.69 2.84 -1.99
C -0.13 3.25 -3.03
C -1.26 3.99 -2.78
C -1.58 4.33 -1.47
C -0.76 3.94 -0.43
H -1.01 4.21 0.58
H -2.46 4.92 -1.26
H -1.90 4.31 -3.59
H 0.13 2.98 -4.05
H 1.58 2.26 -2.19
H 0.90 1.74 0.77
H 1.12 3.40 1.32
C 4.45 3.65 -1.20
H 4.12 3.07 -2.05
H 5.28 3.13 -0.72
H 4.82 4.61 -1.55
H 2.54 4.47 -0.73
*
```

---

Record 2
DFT (ωB97M-V/def2-TZVPD) results for C22H36N7O4PtSSi as an isolated structure.

LUMO level (eV): -11.69
Maximum force (hartree/bohr): 0.05204
Gap between HOMO and LUMO (eV): 4.636
Highest occupied orbital energy (eV): -16.32
Molecular weight (g/mol): 717.8
Energy relative to the best compared isomer or geometry (same formula, charge and spin) (kJ/mol): 154.79

```
! RIJCOSX wB97M-V def2-TZVPD def2/J DEFGRID3
* xyz 3 1
Pt 1.34 0.00 0.89
N 1.68 -0.09 3.28
N 3.03 0.22 3.48
C 3.95 0.05 2.40
O 5.10 -0.12 2.69
O 3.44 0.14 1.22
H 1.11 0.58 3.81
H 1.45 -1.03 3.62
H 3.44 -0.02 4.38
C -4.02 0.07 -0.93
Si -3.12 0.07 -2.60
C -3.50 -1.58 -3.44
C -3.48 1.71 -3.45
C -1.19 0.05 -2.48
C -0.46 0.04 -3.68
C 0.93 -0.02 -3.69
C 1.60 -0.09 -2.48
N 0.92 -0.06 -1.34
C -0.42 0.01 -1.33
S -1.01 0.11 0.30
H -5.09 0.08 -1.12
H -3.78 0.96 -0.34
H -3.79 -0.81 -0.34
H -4.58 -1.67 -3.57
H -3.16 -2.42 -2.84
H -3.03 -1.65 -4.42
H -4.56 1.80 -3.60
H -3.00 1.79 -4.43
H -3.17 2.56 -2.85
H -1.00 0.08 -4.62
H 1.48 -0.02 -4.62
H 2.68 -0.15 -2.43
C 1.48 4.48 -0.58
C 1.42 2.94 -0.55
N 1.40 2.45 0.84
C 2.62 2.91 1.54
C 2.68 4.46 1.55
N 1.48 4.97 0.83
C 0.24 4.54 1.53
C 0.21 2.99 1.53
H 0.62 4.90 -1.10
H 2.37 4.84 -1.08
H 2.29 2.51 -1.04
H 0.53 2.58 -1.06
H 3.48 2.49 1.02
H 2.62 2.52 2.55
H 3.58 4.83 1.06
H 2.67 4.85 2.57
H 1.51 6.00 0.83
H -0.63 4.95 1.01
H 0.24 4.94 2.54
H -0.68 2.62 1.03
H 0.19 2.61 2.55
O -4.36 -4.07 1.46
C -3.46 -5.05 1.04
N -2.15 -4.44 1.10
C -1.06 -5.02 0.55
O -1.11 -6.05 -0.09
C 0.23 -4.27 0.72
C 1.44 -4.96 0.69
C 2.63 -4.25 0.76
C 2.59 -2.87 0.83
N 1.42 -2.22 0.86
C 0.27 -2.89 0.81
H -5.19 -4.45 1.75
H -3.64 -5.39 0.01
H -3.50 -5.96 1.67
H -2.09 -3.66 1.74
H 1.44 -6.04 0.61
H 3.59 -4.76 0.75
H 3.49 -2.28 0.86
H -0.64 -2.30 0.80
*
```

---

Record 3
DFT (ωB97M-V/def2-TZVPD) results for C22H36O3P2Pb as an isolated structure.

LUMO level (eV): -1.22
Maximum force (hartree/bohr): 0.11346
Gap between HOMO and LUMO (eV): 6.205
Highest occupied orbital energy (eV): -7.43
Molecular weight (g/mol): 617.7
Energy relative to the best compared isomer or geometry (same formula, charge and spin) (kJ/mol): 85.00

```
! RIJCOSX wB97M-V def2-TZVPD def2/J DEFGRID3
* xyz 0 1
P -1.32 -3.21 -1.38
P -0.26 0.62 -2.46
C -1.43 -1.75 -2.55
C -0.09 -1.13 -2.94
H -2.07 -0.98 -2.03
H -2.01 -2.08 -3.43
H 0.80 -1.50 -2.39
H 0.12 -1.20 -4.02
C -1.90 1.17 -3.00
H -1.79 2.18 -3.40
H -2.60 1.22 -2.16
H -2.31 0.55 -3.80
C 0.42 1.15 -4.17
H -0.26 0.76 -4.94
H 1.43 0.77 -4.38
H 0.44 2.24 -4.27
C -2.21 -4.42 -2.36
H -2.12 -5.43 -1.94
H -1.70 -4.35 -3.35
H -3.28 -4.18 -2.49
C 0.45 -3.62 -1.18
H 1.03 -2.79 -0.74
H 0.86 -3.90 -2.17
H 0.56 -4.48 -0.49
Pb -1.70 -1.69 0.45
C 1.06 3.52 -1.77
C 0.22 2.66 -1.13
C 0.56 1.92 0.12
C 1.92 1.16 0.21
C 2.55 0.52 -0.98
C 2.78 0.98 -2.20
C 3.15 2.38 -2.55
C 2.52 3.44 -1.61
C -0.77 -3.36 1.70
H 0.63 4.26 -2.44
H -0.86 2.74 -1.26
H -0.25 1.24 0.48
H 0.61 2.69 0.90
H 2.66 1.84 0.67
H 1.70 0.32 0.92
H 2.73 -0.56 -0.83
H 2.78 0.23 -3.01
H 2.86 2.57 -3.59
H 4.24 2.50 -2.41
H 2.75 3.23 -0.57
H 2.87 4.44 -1.91
H 0.32 -3.24 1.72
H -0.97 -4.36 1.31
H -1.15 -3.34 2.74
O 0.96 1.14 4.17
C -0.03 0.99 5.06
C 0.08 1.64 6.31
C -0.88 1.42 7.30
C -1.92 0.52 7.06
C -2.04 -0.11 5.81
C -1.14 0.13 4.77
C -1.36 -0.45 3.39
O -2.42 -1.11 3.15
O -0.43 -0.25 2.51
H 0.64 0.63 3.37
H 0.92 2.29 6.49
H -0.81 1.95 8.25
H -2.65 0.29 7.83
H -2.86 -0.80 5.60
*
```

---

Record 4
DFT (ωB97M-V/def2-TZVPD) results for a 3-piece molecular cluster, C22H36O7S2 overall.

LUMO level (eV): -0.79
Maximum force (hartree/bohr): 0.06949
SMILES: COCCCCCCCC1=CC(=O)C=CC1=O.O=S1(=O)CCCC1.O=S1(=O)CCCC1
Gap between HOMO and LUMO (eV): 8.510
Highest occupied orbital energy (eV): -9.30
Molecular weight (g/mol): 476.7

```
! RIJCOSX wB97M-V def2-TZVPD def2/J DEFGRID3
* xyz 0 1
C 7.22 0.28 1.27
O 6.64 1.14 2.27
C 5.19 0.97 2.33
C 4.58 1.86 1.11
C 3.25 2.67 1.55
C 2.04 2.09 0.66
C 0.69 2.93 0.87
C -0.65 2.10 0.55
C -1.82 2.73 1.48
C -3.06 1.74 1.57
C -3.62 1.47 2.84
C -4.83 0.42 2.85
O -5.84 0.53 3.57
C -4.64 -0.81 1.83
C -4.09 -0.53 0.55
C -3.71 1.01 0.30
O -3.94 1.59 -0.78
H 8.27 0.60 0.98
H 7.26 -0.80 1.68
H 6.62 0.23 0.29
H 4.80 1.38 3.33
H 4.93 -0.13 2.17
H 4.37 1.12 0.26
H 5.38 2.59 0.75
H 3.41 3.75 1.24
H 3.05 2.57 2.67
H 2.35 2.22 -0.43
H 1.93 0.97 0.88
H 0.71 3.80 0.11
H 0.61 3.37 1.92
H -0.88 2.26 -0.56
H -0.51 0.99 0.75
H -2.08 3.79 1.16
H -1.37 2.78 2.53
H -3.21 1.93 3.80
H -4.91 -1.87 2.12
H -3.88 -1.32 -0.22
C -3.79 -0.33 -4.34
C -3.18 -1.73 -4.28
C -1.77 -1.64 -4.88
S -1.22 0.04 -4.61
O -1.08 0.69 -5.89
O -0.16 0.04 -3.63
C -2.72 0.62 -3.84
H -4.70 -0.26 -3.75
H -4.05 -0.08 -5.38
H -3.11 -2.05 -3.24
H -3.79 -2.46 -4.81
H -1.08 -2.33 -4.40
H -1.79 -1.82 -5.96
H -2.90 1.66 -4.11
H -2.59 0.53 -2.76
C 1.43 -3.80 0.95
C 0.40 -3.66 2.08
C -0.10 -2.22 2.07
S 0.06 -1.65 0.38
O 1.05 -0.59 0.34
O -1.26 -1.49 -0.20
C 0.80 -3.14 -0.26
H 1.68 -4.85 0.76
H 2.35 -3.28 1.23
H -0.44 -4.35 1.90
H 0.83 -3.92 3.05
H -1.15 -2.15 2.37
H 0.51 -1.57 2.70
H 1.52 -2.89 -1.04
H 0.00 -3.76 -0.68
*
```

---

- What is the formula in the second record?
  C22H36N7O4PtSSi

---

- The highest highest occupied orbital energy belongs to which entry?
  C22H36O3P2Pb

---

- The highest gap between HOMO and LUMO belongs to which entry?
  C22H36N4O4S

---

- highest occupied orbital energy of number 4 (C22H36O7S2)?
  -9.30 eV